(1)
# C4H8N2OS

C4H8N2OS in the gas phase (ωB97M-V with the def2-TZVPD basis set, OMol25).

XYZ file:
```
16
Properties=species:S:1:pos:R:3:forces:R:3
H -0.576 2.810 -0.274 -0.5 -0.8 1.0
N -1.406 2.254 0.025 1.1 1.6 -0.6
C -1.317 1.028 0.201 -1.5 -3.2 -1.2
S -2.850 0.070 -0.150 1.3 -1.1 1.4
C -1.921 -1.547 0.159 -0.3 -1.0 0.6
O -0.559 -1.222 -0.188 -0.6 0.3 -1.1
N -0.286 0.056 0.378 0.1 1.2 0.8
C 0.995 0.618 -0.056 0.9 -0.3 0.8
C 2.227 -0.312 -0.085 1.0 -0.4 -1.2
H -1.769 -2.060 1.188 -1.2 1.5 -1.1
H -2.453 -2.360 -0.493 1.6 1.6 0.7
H 0.806 0.984 -1.091 0.6 0.5 0.7
H 1.244 1.392 0.792 -0.6 -0.9 -2.2
H 2.554 -0.721 0.863 0.0 0.6 0.6
H 3.069 0.254 -0.578 -0.7 -0.2 0.9
H 2.244 -1.243 -0.690 -1.0 0.7 -0.1
```
Positions in Å, forces in eV/Å.

* SMILES: [H]/N=C1/SCON1CC
* LUMO: 0.8 eV

---

(2)
# C4H8N2OS

C4H8N2OS in the gas phase (ωB97M-V with the def2-TZVPD basis set, OMol25).

XYZ file:
```
16
Properties=species:S:1:pos:R:3:forces:R:3
C -0.143 -1.361 1.403 1.3 -0.1 1.2
C 0.828 -0.341 0.808 0.6 -0.5 0.0
C 0.399 0.067 -0.584 0.2 -0.1 -1.0
C -0.075 1.468 -0.874 0.2 -1.4 1.1
N -0.821 2.189 -0.159 -0.6 1.0 0.2
O -1.325 1.572 0.970 -1.1 1.4 1.2
N 0.532 -0.799 -1.530 -0.1 0.7 0.7
S 0.020 -0.393 -3.104 0.6 -1.2 -0.3
H 0.179 -1.643 2.424 0.1 0.0 -0.5
H -1.082 -0.927 1.543 -1.7 0.8 0.0
H -0.276 -2.258 0.828 0.2 -0.3 -0.5
H 1.841 -0.798 0.770 -0.6 0.2 -0.3
H 0.940 0.531 1.456 -0.3 -0.1 -0.1
H 0.280 1.945 -1.754 0.3 0.3 -0.7
H -1.847 2.304 1.463 1.4 -1.7 -1.5
H 0.551 -1.557 -3.662 -0.5 1.1 0.5
```
Positions in Å, forces in eV/Å.

* SMILES: CCC(/C=N\O)=N/S
* LUMO: 0.5 eV

---

(3)
# C4H8N2OS

C4H8N2OS as an isolated structure (ωB97M-V with the def2-TZVPD basis set, OMol25).

XYZ file:
```
16
Properties=species:S:1:pos:R:3:forces:R:3
C -1.982 -0.820 1.067 2.0 -0.1 3.3
C -1.626 -0.204 -0.331 -3.8 -3.8 -0.8
C -1.344 1.199 -0.277 -3.0 4.4 -1.0
C 0.773 0.536 -0.134 1.6 -2.8 0.0
H -3.243 -0.987 1.500 4.3 0.9 -1.4
H -1.100 -1.985 1.414 -3.3 3.5 -1.3
H -1.205 0.102 1.560 -2.9 -3.0 0.5
H -2.476 -0.388 -1.122 1.9 0.0 1.2
H -1.497 1.771 -1.199 1.1 -0.9 -1.1
H -2.213 1.843 0.134 1.6 -1.3 1.3
H 1.995 -1.606 -0.096 2.7 3.7 1.9
H 3.600 -0.506 1.267 -4.0 0.3 -3.9
N 1.974 0.663 0.209 0.1 -0.5 1.2
N 2.760 -0.427 0.210 1.9 -4.0 0.8
O -0.095 1.390 0.268 -1.8 4.1 1.2
S -0.073 -0.955 -0.655 1.8 -0.4 -1.8
```
Positions in Å, forces in eV/Å.

* LUMO: 0.3 eV

---

(4)
# C4H8N2OS

C4H8N2OS in the gas phase (ωB97M-V with the def2-TZVPD basis set, OMol25).

XYZ file:
```
16
Properties=species:S:1:pos:R:3:forces:R:3
C -2.530 -0.215 -0.010 0.0 -1.2 -1.2
C -1.134 0.115 0.431 1.0 0.5 0.5
C 0.033 -0.730 -0.157 -0.9 0.8 0.0
C 1.216 0.177 0.002 0.7 -0.6 -0.2
N 2.498 -0.302 0.091 -0.5 -1.2 0.2
O 3.494 0.672 0.090 -0.2 -0.1 -0.3
N 1.044 1.431 0.021 -0.7 1.1 0.1
S -0.635 1.832 -0.064 0.3 -0.5 0.2
H -2.580 0.123 -1.054 -0.3 -0.2 0.1
H -3.313 0.314 0.538 0.2 -0.3 0.1
H -2.681 -1.342 -0.046 -0.1 1.4 0.4
H -1.031 0.109 1.520 -0.1 -0.1 0.0
H -0.142 -0.830 -1.236 0.0 -0.3 0.1
H 0.114 -1.688 0.341 0.1 -0.2 -0.1
H 2.705 -1.146 -0.459 0.2 0.9 0.3
H 2.942 1.478 -0.007 0.3 0.2 0.0
```
Positions in Å, forces in eV/Å.

* SMILES: C[C@H]1CC(NO)=NS1
* LUMO: 0.9 eV

---

(5)
# C4H8N2OS

C4H8N2OS in the gas phase (ωB97M-V with the def2-TZVPD basis set, OMol25).

XYZ file:
```
16
Properties=species:S:1:pos:R:3:forces:R:3
C 0.893 2.093 -0.466 -1.1 -0.7 1.2
N 0.893 0.661 -0.038 -0.2 0.7 -0.1
C 2.119 0.019 0.117 0.4 -0.7 -1.1
O 2.214 -1.136 0.430 0.4 0.2 0.4
C -0.315 -0.028 0.113 0.2 -1.9 -0.7
S -0.587 -1.604 -0.372 0.8 1.4 0.4
C -1.484 0.654 0.765 -0.6 1.9 -0.6
N -2.738 0.486 -0.011 0.4 1.6 0.7
H 1.641 2.224 -1.213 0.4 0.1 -0.7
H 1.108 2.739 0.382 0.1 0.1 0.0
H -0.108 2.369 -0.839 0.6 -0.2 -0.1
H 3.040 0.596 -0.204 -1.0 0.1 0.5
H -1.291 1.762 0.940 -0.2 -1.3 -0.1
H -1.612 0.175 1.741 0.0 0.2 -0.1
H -2.689 0.914 -0.939 0.3 0.1 0.4
H -2.771 -0.479 -0.191 -0.4 -1.6 -0.3
```
Positions in Å, forces in eV/Å.

* SMILES: CN(C=O)C(=S)CN
* LUMO: -0.4 eV

---

(6)
# C4H8N2OS

C4H8N2OS as an isolated structure (ωB97M-V with the def2-TZVPD basis set, OMol25).

XYZ file:
```
16
Properties=species:S:1:pos:R:3:forces:R:3
C -1.187 0.348 0.477 -4.1 2.2 0.5
C 0.004 -0.303 -0.103 -0.4 -3.9 -0.7
C 0.534 0.408 -1.246 1.7 2.4 -1.4
C 1.302 -0.414 0.596 3.5 -2.8 2.6
H -0.344 1.514 2.081 1.0 -1.5 2.1
H -0.460 2.347 0.867 -1.1 -0.9 -0.5
H -1.920 -0.256 1.131 1.5 0.3 -1.4
H -1.893 0.839 -0.448 1.9 -1.8 2.4
H 0.416 -1.997 -1.622 -2.1 0.4 4.4
H 0.121 -2.675 0.372 -1.2 3.5 -4.2
H 0.081 1.384 -1.427 0.5 0.2 0.2
H 0.511 -0.124 -2.129 -0.7 -1.0 -2.0
N -0.955 1.547 1.326 0.1 1.8 -2.3
N -0.259 -1.833 -0.620 2.8 -1.3 1.1
O 1.682 -1.103 1.544 -1.3 2.5 -2.3
S 2.368 0.315 -0.799 -2.2 0.0 1.6
```
Positions in Å, forces in eV/Å.

* LUMO: 0.3 eV

---

(7)
# C4H8N2OS

C4H8N2OS in the gas phase (ωB97M-V with the def2-TZVPD basis set, OMol25).

XYZ file:
```
16
Properties=species:S:1:pos:R:3:forces:R:3
S 2.552 0.005 0.277 -0.6 0.1 0.0
C 0.946 0.007 -0.121 -0.9 1.4 -0.8
N 0.236 -1.129 -0.286 0.2 -1.4 0.8
N -1.121 -1.219 -0.630 -0.4 0.0 -0.6
C -1.960 -0.805 0.507 -0.2 -1.1 -0.7
C -1.928 0.724 0.659 2.3 -1.2 1.1
C -1.136 1.393 -0.426 -0.8 0.2 -1.6
O 0.287 1.180 -0.409 1.0 -0.4 0.6
H 0.558 -1.913 0.287 0.3 0.5 -0.4
H -1.291 -2.194 -0.937 0.1 1.1 0.3
H -2.979 -1.117 0.272 0.0 -0.2 0.0
H -1.590 -1.431 1.338 -0.5 0.8 0.5
H -1.472 0.958 1.628 0.1 0.1 -0.1
H -2.873 1.162 0.722 -1.7 0.5 -0.2
H -1.483 1.051 -1.446 0.1 0.6 1.1
H -1.336 2.491 -0.323 0.8 -0.9 -0.2
```
Positions in Å, forces in eV/Å.

* SMILES: S=C1NNCCCO1
* LUMO: 0.6 eV

---

(8)
# C4H8N2OS

C4H8N2OS in the gas phase (ωB97M-V with the def2-TZVPD basis set, OMol25).

XYZ file:
```
16
Properties=species:S:1:pos:R:3:forces:R:3
N -0.583 -0.892 2.807 -0.9 1.0 0.9
N 0.230 -1.295 1.792 0.1 0.2 -0.4
C 0.320 -0.747 0.554 1.1 -0.2 0.3
O 1.157 -1.163 -0.215 -0.2 0.0 -0.8
S -0.735 0.642 0.330 -0.6 0.3 0.2
C -0.403 1.199 -1.315 0.3 -0.2 -1.8
C 0.935 1.265 -1.978 -0.5 1.7 -0.9
C -0.049 0.345 -2.568 -0.8 -0.7 1.2
H -1.538 -0.960 2.493 -0.5 0.1 0.2
H -0.404 0.085 3.083 0.0 -0.7 -0.2
H 0.740 -2.125 1.962 0.6 -0.6 -0.1
H -1.047 2.027 -1.596 -0.2 -0.1 0.5
H 1.175 2.162 -2.548 -0.1 0.0 0.2
H 1.744 0.905 -1.440 1.4 -1.0 0.8
H -0.589 0.583 -3.468 0.1 0.2 -0.2
H 0.096 -0.712 -2.392 0.1 0.0 0.0
```
Positions in Å, forces in eV/Å.

* SMILES: NNC(=O)SC1CC1
* LUMO: 0.7 eV

---

(9)
# C4H8N2P

A 2-piece molecular cluster, C4H8N2P overall (ωB97M-V with the def2-TZVPD basis set, OMol25).

XYZ file:
```
15
Properties=species:S:1:pos:R:3:forces:R:3
C 1.021 0.269 0.600 -0.4 -0.5 2.6
C 0.437 -0.967 0.567 0.2 1.2 -2.0
C 0.794 -0.262 -1.519 0.2 0.3 -2.5
C -2.143 -0.003 3.280 0.3 1.6 0.8
N 1.212 0.649 -0.684 -0.6 -1.4 1.0
N 0.267 -1.248 -0.813 -0.6 -1.5 0.8
P 1.296 -0.052 -3.366 -2.1 1.0 0.1
H 1.276 0.900 1.459 -0.1 -0.4 -0.6
H -2.102 0.936 3.826 0.2 -0.2 0.2
H -1.833 -0.871 3.826 -0.2 -0.5 -0.4
H -2.602 0.173 2.335 -0.2 -0.9 -0.6
H 1.670 1.420 -1.009 1.4 2.6 -0.6
H -0.193 -2.080 -1.225 0.6 0.8 0.6
H 0.985 1.457 -3.517 0.5 -1.9 0.7
H -0.085 -0.321 -3.760 1.0 -0.1 0.0
```
Positions in Å, forces in eV/Å.

* net charge: +1
* LUMO (alpha / beta): -3.5 / -6.5 eV

---

(10)
# C4H8N2P

A 2-piece molecular cluster, C4H8N2P overall (ωB97M-V with the def2-TZVPD basis set, OMol25).

XYZ file:
```
15
Properties=species:S:1:pos:R:3:forces:R:3
C 2.109 -0.771 -0.577 -3.6 -1.2 2.1
C -0.290 -0.452 -0.399 -0.2 2.1 1.2
C -3.157 1.036 0.169 1.9 1.1 -1.9
C 2.624 -0.999 0.831 -1.6 -0.4 -0.5
N 0.873 -0.630 -0.908 4.3 -0.1 -1.1
N -0.704 0.656 0.135 -4.0 -2.0 0.1
P -3.373 2.010 -1.113 1.0 -0.5 0.6
H 2.820 -0.742 -1.312 1.6 0.1 -2.1
H -0.932 -1.254 -0.506 -1.6 -1.7 0.1
H -3.116 0.405 1.001 -0.2 -0.7 1.1
H 1.777 -0.965 1.554 0.5 -0.8 -0.5
H 3.317 -1.907 0.930 -0.8 1.9 0.0
H 2.956 0.017 0.926 1.8 0.4 0.8
H -0.205 1.467 -0.011 1.7 2.0 -0.1
H -4.700 2.128 -0.721 -0.9 -0.1 0.3
```
Positions in Å, forces in eV/Å.

* net charge: +1
* LUMO: -5.7 eV

---

For each record above, in turn, the calculated energy relative to the best compared isomer or geometry (same formula, charge and spin) values are 359.8, 277.8, 898.6, 205.1, 119.9, 422.5, 185.0, 163.1, 535.0, 514.6 kJ/mol.
For each record above, in turn, the calculated DFT total energy values are -740.0250, -740.0562, -739.8198, -740.0839, -740.1163, -740.0011, -740.0916, -740.0999, -607.6170, -607.6248 a.u..